[1]
{
  "formula": "C18H36FO14PS2",
  "method": "ωB97M-V/def2-TZVPD",
  "homo_energy_ev": -8.8,
  "charge": 0,
  "homo_lumo_gap_ha": 0.34063,
  "lumo_ev": 0.51,
  "symbols": ["C", "C", "O", "C", "C", "O", "C", "C", "O", "C", "C", "O", "C", "O", "O", "C", "C", "F", "P", "C", "C", "C", "H", "H", "H", "H", "H", "H", "H", "H", "H", "H", "H", "H", "H", "H", "H", "H", "H", "H", "H", "H", "H", "H", "H", "H", "H", "H", "H", "H", "O", "S", "O", "O", "C", "C", "O", "H", "H", "H", "H", "O", "S", "O", "O", "C", "C", "O", "H", "H", "H", "H"],
  "xyz": [[4.83, 1.00, -1.34], [3.98, -0.28, -1.58], [3.60, -0.94, -0.39], [2.50, -0.30, 0.23], [1.53, -1.32, 0.78], [0.69, -1.81, -0.26], [-0.30, -2.71, 0.22], [-1.66, -2.32, -0.44], [-1.38, -1.67, -1.66], [-2.32, -0.69, -2.04], [-1.75, 0.73, -1.84], [-1.30, 0.80, -0.45], [-2.22, 1.14, 0.47], [-2.00, 2.05, 1.24], [-3.38, 0.42, 0.58], [-0.48, 0.88, -2.70], [-0.35, -0.03, -3.91], [-0.26, 2.20, -3.13], [-3.19, 1.89, -2.26], [-3.14, 2.09, -4.10], [-2.93, 3.61, -1.61], [-1.51, 4.05, -1.22], [4.43, 1.82, -1.95], [5.85, 0.78, -1.66], [4.82, 1.30, -0.29], [4.56, -0.98, -2.19], [3.11, -0.02, -2.19], [1.98, 0.40, -0.44], [2.87, 0.27, 1.09], [2.07, -2.17, 1.21], [0.88, -0.85, 1.54], [0.01, -3.71, -0.09], [-0.36, -2.63, 1.31], [-2.19, -1.69, 0.28], [-2.19, -3.26, -0.65], [-3.21, -0.84, -1.42], [-2.68, -0.84, -3.06], [-4.11, 0.96, 0.22], [0.36, 0.63, -2.04], [-1.28, -0.22, -4.46], [0.01, -1.01, -3.57], [0.41, 0.38, -4.58], [-2.42, 2.85, -4.41], [-4.14, 2.45, -4.36], [-3.01, 1.14, -4.62], [-3.40, 4.29, -2.34], [-3.57, 3.69, -0.72], [-1.56, 4.95, -0.60], [-0.90, 3.28, -0.77], [-0.99, 4.36, -2.13], [-6.53, -1.12, 5.53], [-6.63, 0.16, 4.93], [-7.87, 0.84, 4.82], [-5.93, 0.09, 3.49], [-4.88, 1.06, 3.40], [-4.38, 1.22, 4.82], [-5.57, 1.15, 5.63], [-5.30, 2.00, 3.03], [-4.10, 0.72, 2.73], [-3.87, 2.16, 4.98], [-3.73, 0.39, 5.11], [4.45, -2.64, 0.89], [5.58, -2.06, 1.51], [5.64, -0.69, 1.85], [6.88, -2.44, 0.63], [7.84, -3.13, 1.44], [7.02, -3.84, 2.50], [5.97, -2.92, 2.82], [8.51, -2.39, 1.89], [8.42, -3.82, 0.83], [7.60, -4.09, 3.38], [6.56, -4.75, 2.10]],
  "lowdin_charge": [-0.0548, -0.2469, -0.2037, -0.1788, -0.1741, -0.1482, -0.1532, -0.1494, -0.1245, -0.2061, -0.4414, 0.0330, -0.5927, 0.1345, 0.0500, -0.3068, -0.0151, -0.0326, 1.0350, -0.2566, -0.3905, -0.1421, 0.0667, 0.0662, 0.0715, 0.1176, 0.1042, 0.1190, 0.1304, 0.1208, 0.1295, 0.1238, 0.1184, 0.1079, 0.1280, 0.1096, 0.1206, 0.1070, 0.1334, 0.0638, 0.0925, 0.0921, 0.0445, 0.0343, 0.0279, 0.0760, 0.0574, 0.0750, 0.0536, 0.0637, -0.2189, 0.6026, -0.2181, -0.1864, -0.1668, -0.1591, -0.1888, 0.1385, 0.1053, 0.1372, 0.1351, -0.2068, 0.6208, -0.2102, -0.1843, -0.1678, -0.1711, -0.1868, 0.1335, 0.1344, 0.1345, 0.1332]
}

[2]
{
  "formula": "C18H36FO18V",
  "method": "ωB97M-V/def2-TZVPD",
  "spin_multiplicity": 4,
  "s2": 3.75,
  "homo_energy_ev": [-9.6, -12.3],
  "charge": 1,
  "homo_lumo_gap_ha": [0.28687, 0.38559],
  "lumo_ev": [-1.84, -1.84],
  "symbols": ["V", "F", "C", "O", "C", "O", "O", "C", "H", "H", "H", "H", "H", "H", "C", "O", "C", "O", "O", "C", "H", "H", "H", "H", "H", "H", "C", "O", "C", "O", "O", "C", "H", "H", "H", "H", "H", "H", "C", "O", "C", "O", "O", "C", "H", "H", "H", "H", "H", "H", "C", "O", "C", "O", "O", "C", "H", "H", "H", "H", "H", "H", "C", "O", "C", "O", "O", "C", "H", "H", "H", "H", "H", "H"],
  "xyz": [[0.57, -0.29, 0.21], [2.39, -1.28, -0.21], [-4.00, 1.47, -1.57], [-2.80, 0.84, -1.14], [-2.60, 0.65, 0.16], [-1.49, 0.52, 0.62], [-3.71, 0.63, 0.84], [-3.72, 0.64, 2.26], [-4.11, 2.45, -1.12], [-4.93, 0.92, -1.42], [-3.95, 1.59, -2.65], [-2.88, 0.17, 2.76], [-4.62, 0.08, 2.53], [-3.81, 1.66, 2.63], [1.60, -4.22, 1.03], [0.80, -4.05, 2.20], [0.00, -3.04, 2.32], [-0.19, -2.15, 1.51], [-0.59, -3.09, 3.50], [-1.41, -2.01, 3.92], [1.84, -5.24, 0.74], [2.54, -3.69, 1.23], [1.15, -3.73, 0.16], [-2.34, -1.90, 3.36], [-0.93, -1.03, 3.88], [-1.65, -2.24, 4.96], [3.79, 1.84, -0.55], [3.07, 2.99, -0.30], [1.75, 2.96, -0.16], [1.10, 1.95, -0.05], [1.24, 4.15, 0.00], [1.95, 5.39, 0.04], [3.98, 1.25, 0.36], [4.76, 2.10, -0.98], [3.25, 1.08, -1.13], [2.60, 5.43, 0.92], [1.19, 6.16, 0.03], [2.65, 5.43, -0.80], [2.69, -1.13, 3.63], [2.03, 0.05, 4.11], [1.10, 0.65, 3.40], [0.78, 0.35, 2.27], [0.55, 1.61, 4.09], [-0.52, 2.36, 3.52], [1.98, -1.82, 3.20], [3.34, -1.56, 4.38], [3.27, -0.75, 2.78], [-1.39, 1.70, 3.60], [-0.35, 2.50, 2.45], [-0.68, 3.33, 3.98], [1.18, -2.99, -2.76], [-0.12, -3.50, -2.49], [-0.98, -2.81, -1.74], [-0.64, -1.87, -1.05], [-2.17, -3.29, -1.92], [-3.31, -2.59, -1.40], [1.19, -1.90, -2.73], [1.54, -3.33, -3.72], [1.87, -3.31, -1.98], [-3.05, -2.23, -0.40], [-4.13, -3.30, -1.36], [-3.53, -1.74, -2.04], [2.42, 1.49, -4.60], [2.06, 0.92, -3.32], [0.79, 0.68, -3.02], [0.43, 0.30, -1.94], [0.04, 0.73, -4.12], [-1.40, 0.55, -4.09], [3.48, 1.70, -4.47], [1.93, 2.44, -4.78], [2.32, 0.69, -5.33], [-1.66, -0.42, -3.67], [-1.77, 0.74, -5.09], [-1.80, 1.35, -3.46]],
  "mulliken_spin": [2.8745, 0.0068, -0.0005, 0.0077, 0.0179, 0.0105, 0.0012, 0.0012, 0.0003, 0.0001, 0.0000, -0.0006, 0.0000, 0.0001, -0.0049, 0.0021, 0.0062, 0.0250, 0.0004, 0.0003, -0.0002, 0.0004, 0.0032, -0.0001, -0.0001, -0.0001, 0.0058, 0.0024, 0.0067, 0.0224, 0.0013, -0.0001, 0.0006, 0.0000, -0.0007, 0.0000, 0.0001, 0.0000, 0.0040, 0.0027, 0.0006, -0.0023, 0.0015, -0.0004, -0.0028, 0.0000, -0.0005, -0.0011, 0.0014, -0.0001, -0.0033, 0.0013, 0.0131, -0.0028, 0.0006, -0.0017, 0.0030, -0.0002, 0.0007, 0.0014, 0.0002, -0.0001, 0.0000, 0.0030, 0.0117, -0.0202, 0.0006, 0.0003, 0.0001, 0.0000, 0.0001, -0.0006, 0.0003, -0.0004]
}

[3]
{
  "formula": "C18H36GaN3",
  "method": "ωB97M-V/def2-TZVPD",
  "homo_energy_ev": [-14.5, -14.5],
  "charge": 2,
  "homo_lumo_gap_ha": [0.21533, 0.22007],
  "lumo_ev": [-8.65, -8.48],
  "symbols": ["C", "H", "H", "H", "C", "H", "H", "C", "H", "H", "H", "C", "C", "C", "C", "C", "C", "C", "C", "C", "C", "Ga", "H", "H", "H", "H", "H", "H", "H", "H", "H", "H", "H", "H", "H", "H", "H", "C", "N", "C", "C", "N", "N", "C", "C", "H", "H", "H", "H", "H", "H", "H", "H", "H", "H", "H", "H", "H"],
  "xyz": [[-0.53, -0.21, -3.09], [-1.28, 0.13, -3.82], [0.41, 0.34, -3.24], [-1.01, 0.15, -2.07], [-0.35, -1.72, -3.18], [0.36, -2.08, -2.42], [-1.30, -2.21, -2.97], [0.16, -2.20, -4.55], [0.29, -3.29, -4.54], [-0.56, -1.95, -5.34], [1.12, -1.74, -4.81], [0.97, 0.39, 1.84], [1.69, -0.66, 1.18], [2.22, -0.12, -0.04], [1.85, 1.26, -0.11], [1.09, 1.57, 1.06], [0.71, 2.93, 1.51], [2.37, 2.23, -1.10], [3.20, -0.79, -0.93], [2.01, -1.98, 1.77], [0.40, 0.30, 3.21], [-0.39, -0.35, -0.43], [1.80, 3.16, -1.10], [3.42, 2.49, -0.89], [2.34, 1.81, -2.12], [0.67, 3.64, 0.67], [-0.27, 2.94, 2.01], [1.45, 3.32, 2.22], [0.04, -0.71, 3.43], [1.16, 0.55, 3.97], [-0.44, 1.00, 3.34], [2.31, -2.70, 0.99], [2.85, -1.90, 2.48], [1.16, -2.40, 2.31], [3.00, -0.57, -1.99], [4.23, -0.46, -0.71], [3.18, -1.88, -0.80], [-3.57, 2.99, 0.32], [-3.69, 1.72, 1.03], [-5.04, 1.37, 1.48], [-2.75, 0.77, 0.86], [-1.77, 1.00, -0.02], [-2.79, -0.37, 1.60], [-3.21, -0.37, 3.00], [-2.58, -1.69, 1.01], [-4.49, 3.55, 0.52], [-3.48, 2.86, -0.76], [-2.72, 3.56, 0.71], [-5.39, 0.42, 1.04], [-5.10, 1.29, 2.57], [-5.72, 2.17, 1.16], [-1.76, 1.94, -0.38], [-4.19, -0.86, 3.13], [-2.46, -0.90, 3.61], [-3.27, 0.66, 3.38], [-3.20, -1.84, 0.12], [-1.50, -1.86, 0.75], [-2.85, -2.45, 1.76]],
  "nbo_charge": [-0.5425, 0.2672, 0.2337, 0.0843, -0.4208, 0.2011, 0.2158, -0.6038, 0.2390, 0.2266, 0.2151, -0.1635, 0.0305, 0.0825, -0.1886, 0.2034, -0.6993, -0.6526, -0.6900, -0.6795, -0.6519, 1.2620, 0.2329, 0.2534, 0.2286, 0.2385, 0.2302, 0.2788, 0.2258, 0.2582, 0.2222, 0.2411, 0.2737, 0.2446, 0.2525, 0.2810, 0.2439, -0.4337, -0.3804, -0.4165, 0.7035, -1.0299, -0.4518, -0.4125, -0.3981, 0.2534, 0.2107, 0.2198, 0.2218, 0.2233, 0.2398, 0.4319, 0.2224, 0.2261, 0.2293, 0.2321, 0.1691, 0.2654]
}